[1]
The following is a DFT calculation (wB97M-V/def2-TZVPD) of C17H39BaCu2N3O7 as an isolated structure at a distorted geometry.

The geometry in XYZ format:
```
69
C17H39BaCu2N3O7 (wB97M-V/def2-TZVPD)
Ba 24.35810 7.55242 -16.47258
Cu 25.68061 4.17819 -18.86685
Cu 26.65719 10.27695 -20.86801
O 25.99210 7.52908 -18.65951
O 25.36838 9.35927 -22.64589
O 30.12904 6.81548 -20.98076
O 26.61662 5.98155 -20.01208
O 30.73960 11.28662 -22.45531
O 23.83600 5.13227 -17.72972
O 27.23325 8.04290 -20.36660
N 26.60062 7.18047 -19.73350
N 28.09722 10.62256 -22.76184
N 23.11824 4.17275 -18.47310
C 21.29942 2.38854 -19.77597
C 29.17078 9.57973 -22.85014
C 22.53817 4.64442 -19.73581
C 27.14484 10.58088 -23.86990
C 22.07861 3.43378 -20.57532
C 31.87253 11.75581 -21.72595
C 22.48384 3.13477 -17.61534
C 23.60633 5.33939 -20.56957
C 30.59195 6.47952 -19.67283
C 23.46707 2.56634 -16.58802
C 30.96764 7.76844 -18.92786
C 26.25709 9.33743 -23.75107
C 21.19779 3.60282 -16.87886
C 21.37932 5.63973 -19.54174
C 24.43282 8.28804 -22.68125
C 22.13972 1.95366 -18.53729
C 30.34813 10.00926 -22.00830
H 24.54743 4.79990 -20.72613
H 31.34070 7.50742 -17.93691
H 31.78010 8.25692 -19.47058
H 31.47320 5.85331 -19.78105
H 21.53166 1.18837 -18.05460
H 21.07938 6.06698 -20.50099
H 21.15920 1.50992 -20.40532
H 28.67847 8.66451 -22.52579
H 29.33240 7.34544 -20.89341
H 24.21750 1.97546 -17.11740
H 27.64201 10.46947 -24.83873
H 20.51615 3.99429 -17.63064
H 29.79407 5.94676 -19.14638
H 28.61468 11.49663 -22.70641
H 23.94472 3.29564 -15.92975
H 31.73218 11.52117 -20.66606
H 30.17853 8.52299 -18.94089
H 29.42782 9.47027 -23.90760
H 21.41202 4.40689 -16.17482
H 23.19467 5.60201 -21.54636
H 23.92534 6.30181 -20.15348
H 26.89882 8.44683 -23.73731
H 22.95168 2.99429 -21.05793
H 22.98645 1.91199 -15.85878
H 31.18978 9.32529 -22.13659
H 21.38104 3.80490 -21.32915
H 23.89330 8.20416 -23.62491
H 26.61730 11.53395 -23.85684
H 23.05899 1.48797 -18.89387
H 20.48847 5.17275 -19.12320
H 25.71904 9.12339 -24.68008
H 21.55779 6.49152 -18.87841
H 31.96630 12.83864 -21.75794
H 20.71739 2.75444 -16.39710
H 32.81611 11.30979 -22.04113
H 20.31384 2.78260 -19.52977
H 23.63512 8.56646 -21.98712
H 30.01238 9.97237 -20.96325
H 24.85662 7.35304 -22.31458
```

Its maximum force is 2.83 eV Å⁻¹. The gap between HOMO and LUMO is 5.311 eV. Its charge is +2.

---

[2]
The following is a DFT calculation (wB97M-V/def2-TZVPD) of an isolated ion of composition C5H10IN2 and charge +1 at a distorted geometry.

The geometry in XYZ format:
```
18
C5H10IN2 (wB97M-V/def2-TZVPD)
I 3.69087 -2.68337 -0.46151
N 0.55787 -0.31531 1.12254
N -0.80037 -0.00821 -0.73124
C 2.29317 -1.15383 -0.49146
C -0.54566 0.32685 0.63742
C 1.63564 -0.94303 0.75288
C -0.01816 1.84960 0.68310
C -2.12770 -0.48207 -0.95414
H -2.37924 -0.96882 -1.92886
H -0.24212 0.40175 -1.53958
H 0.88747 1.83439 0.19028
H 2.19956 -1.38292 1.54597
H 0.00304 2.18865 1.71638
H -1.33340 0.22961 1.31132
H 2.22757 -0.42869 -1.36558
H -0.80044 2.42750 0.24144
H -2.40538 -1.20950 -0.13216
H -2.84271 0.31740 -0.59678
```

Its maximum force is 4.67 eV Å⁻¹. The gap between HOMO and LUMO (spin up / spin down) is 5.273 / 5.397 eV. Its charge is +1.

---

[3]
The following is a DFT calculation (wB97M-V/def2-TZVPD) of C26H49Cl4F12N9O15S4Tl as an isolated structure at a distorted geometry.

The geometry in XYZ format:
```
120
C26H49Cl4F12N9O15S4Tl (wB97M-V/def2-TZVPD)
Tl 11.61303 15.84340 15.77904
Cl 14.83291 22.42764 9.77983
Cl 14.56383 22.81642 12.61542
Cl 13.28077 20.52726 11.30782
Cl 16.21712 20.60653 11.57914
S 12.02942 19.50532 14.55242
S 14.93655 14.05452 13.79538
S 9.73728 19.68236 15.63434
S 15.33816 16.28518 15.03676
F 15.25118 17.02350 12.43028
F 12.49908 12.98918 13.22428
F 17.28199 16.83222 13.14868
F 16.08449 18.58092 13.72852
F 12.74799 21.62818 16.29506
F 9.87047 18.95780 18.25159
F 13.17847 19.54302 17.03080
F 8.39999 17.83938 16.88844
F 14.17025 12.02078 12.23488
F 14.49558 20.47648 15.45274
F 13.48707 13.91782 11.47960
F 7.89225 19.82106 17.61004
O 15.98149 14.41644 12.85338
O 12.92445 18.45668 13.99334
O 10.10318 21.06400 15.97328
O 10.28450 13.25804 15.24874
O 11.47343 20.51493 13.60892
O 8.80363 19.55964 14.54068
O 16.41219 15.52944 15.65454
O 12.73205 13.66106 17.13828
O 20.70558 14.35284 18.33150
O 15.93651 10.50016 18.88864
O 10.97349 16.16276 12.82562
O 15.22442 12.97464 14.74908
O 19.80169 10.93960 13.55816
O 14.77994 17.31312 15.94230
O 11.20905 10.26868 10.03814
N 17.03016 9.45524 17.10410
N 8.71861 11.83480 16.03544
N 19.67731 13.00570 12.92206
N 14.09279 15.19810 14.42136
N 12.09468 11.84320 8.88584
N 19.35114 13.85664 16.62293
N 10.32520 15.73130 10.69426
N 11.01584 18.59574 15.36728
N 14.53407 12.89192 18.10049
C 13.62445 13.21774 12.61834
C 17.01897 10.70930 16.33686
C 19.12376 14.16938 12.24796
C 16.03511 17.24010 13.47524
C 19.90204 14.96940 15.89190
C 17.92896 11.42752 12.19468
C 9.64703 12.21136 15.16230
C 12.46710 12.69358 7.79882
C 13.36128 12.68060 17.55384
C 11.45548 10.74234 8.94960
C 10.50473 18.11258 11.42624
C 7.81553 10.70128 16.03333
C 10.16252 14.27710 10.77284
C 15.09228 14.20278 18.43268
C 16.62896 8.23084 19.18217
C 12.94418 11.27302 17.14604
C 10.59056 16.57852 11.73148
C 14.70139 21.57902 11.30294
C 19.17004 11.81672 13.00376
C 8.93673 19.03264 17.25796
C 13.22979 20.35204 15.93238
C 10.93631 10.05044 7.65538
C 10.11705 11.36314 14.03196
C 19.47297 12.33288 18.52906
C 19.88271 13.58628 17.81531
C 16.45763 9.50262 18.33653
H 11.76403 9.39866 7.37584
H 10.63585 13.87872 11.67026
H 19.22238 15.12120 15.05338
H 12.92011 13.62028 8.15114
H 14.83100 14.56026 19.42870
H 11.48451 18.58330 11.34530
H 6.97717 10.85970 16.71166
H 16.96963 11.87054 12.46210
H 19.97764 14.71228 11.84266
H 19.88366 15.86070 16.51910
H 9.72921 10.34568 14.08152
H 18.94525 11.67562 17.83795
H 10.71132 13.77526 9.97594
H 18.77332 12.68490 19.28712
H 16.65606 11.58230 16.87934
H 20.93151 14.90394 15.53976
H 18.58905 14.70606 13.03164
H 9.98631 11.88112 13.08186
H 18.59248 13.31970 16.22765
H 14.69272 14.92190 17.71760
H 20.33101 11.85794 19.00476
H 11.19014 11.20914 14.14542
H 18.50199 13.97656 11.37370
H 20.63004 13.08280 13.24834
H 9.11873 13.97926 10.87234
H 12.26660 10.89244 17.91034
H 11.56771 13.04670 7.29434
H 16.71299 8.40986 20.25406
H 17.73670 10.35946 12.29644
H 8.53039 12.59422 16.67414
H 18.02282 11.61096 11.12434
H 9.85255 18.31587 10.57686
H 15.75045 7.60548 19.02326
H 12.28732 12.22766 9.79972
H 17.50453 7.69112 18.82134
H 10.79338 10.64240 6.75136
H 12.47409 11.15956 16.16918
H 18.07331 10.89200 16.12931
H 13.17710 12.20620 7.13066
H 16.17554 14.26788 18.33064
H 14.90776 12.07656 18.56486
H 17.54289 8.68167 16.70562
H 10.07223 9.39738 7.77768
H 10.02799 18.64908 12.24660
H 9.92112 16.21360 9.90420
H 16.42717 10.49564 15.44678
H 8.27783 9.73480 16.23408
H 13.89018 10.73182 17.12958
H 7.40233 10.50426 15.04410
```

Its maximum force is 5.46 eV Å⁻¹. The gap between HOMO and LUMO is 1.735 eV. Its charge is +1.